Record 1
The following is a DFT calculation (ωB97M-V/def2-TZVPD) of an isolated ion of composition C8H18N3 and charge +1 at a distorted geometry.

Summary:
LUMO level = -3.28 eV
net charge = +1
HOMO level = -11.89 eV
energy = -479.4957 Ha
ΔE to the lowest compared entry with this formula, charge and spin = 345.6 kJ/mol

Last column: Mulliken charge in e.
Atoms and positions in Å:
H: -4.23161 0.66933 -0.41575  0.332
H: -1.32568 0.84652 1.75018  0.394
H: 0.88941 0.02981 -2.76449  0.525
C: 1.41465 -1.45508 -0.53823  -0.404
N: -0.64144 0.14181 1.41066  -0.120
H: -1.08690 -2.74531 -0.36112  0.376
C: -0.61496 -2.04672 0.37899  -1.027
H: -3.00064 1.97990 -0.21565  0.282
C: -2.07040 0.12608 -0.71255  -0.371
N: 1.55565 0.83163 0.41346  -0.308
H: 2.38296 -1.77016 -0.85846  0.550
C: 1.17998 0.59997 -2.02176  -1.660
H: -2.46129 -0.61757 -1.45922  0.416
H: -0.88672 -2.48891 1.32154  0.403
H: 2.22560 1.06529 -2.20874  0.339
H: 0.32146 0.69412 1.16823  0.391
H: 1.67978 1.73366 0.11039  0.334
H: 2.56860 -0.09032 1.99942  0.352
C: 1.14096 0.02258 -0.66577  0.670
H: -0.46945 -0.51670 2.13012  0.353
H: -3.39052 0.61906 1.01992  0.342
C: -1.06413 -0.54759 0.21745  0.236
C: -3.24914 0.85980 -0.03608  -1.272
H: 3.67936 0.07121 0.76188  0.328
H: -1.64344 0.77106 -1.42397  0.229
H: 3.08006 1.53302 1.61903  0.352
C: 2.80419 0.52771 1.19991  -0.942
N: 0.72089 -2.30431 0.03195  -0.498
H: 0.49275 1.46009 -1.85138  0.396

Record 2
The following is a DFT calculation (ωB97M-V/def2-TZVPD) of C3H10N4 in the gas phase at a distorted geometry.

Summary:
LUMO level = 1.14 eV
HOMO level = -8.79 eV
energy = -339.2231 Ha
SMILES = C=NN(N)[C@H](C)N
ΔE to the lowest compared entry with this formula, charge and spin = 275.2 kJ/mol

Last column: Mulliken charge in e.
Atoms and positions in Å:
N: -0.00112 -1.88206 -0.20675  -0.632
H: -3.47980 0.69145 0.45398  0.265
H: 1.40131 -0.07665 -1.63042  0.313
C: 0.90482 0.76849 -1.15614  -1.222
C: 0.50313 0.39787 0.27251  0.223
N: 1.71625 -0.10205 1.09431  -0.615
H: -1.93361 1.61409 0.88561  0.180
H: 0.02654 1.04078 -1.73782  0.306
C: -2.39879 0.70438 0.50022  -0.210
H: 1.59766 1.60710 -1.13953  0.378
H: -0.36728 -2.00621 -1.14848  0.238
N: -1.79087 -0.31919 0.08412  -0.642
N: -0.40526 -0.69615 0.37208  0.502
H: 0.12351 1.25079 0.83732  0.265
H: -0.27310 -2.66662 0.37861  0.226
H: 2.06677 -0.97732 0.71734  0.217
H: 2.30985 0.65132 1.42305  0.207

Record 3
The following is a DFT calculation (ωB97M-V/def2-TZVPD) of C60H59CdClN8O3PS2 as an isolated structure at a distorted geometry.

Summary:
LUMO level = -1.92 eV
net charge = +1
HOMO level = -9.99 eV
energy = -4751.0471 Ha
ΔE to the lowest compared entry with this formula, charge and spin = 295.1 kJ/mol

Last column: Mulliken charge in e.
Atoms and positions in Å:
C: 1.26007 -3.91388 4.04855  -0.972
C: 1.48727 3.88362 1.45375  -0.780
C: 1.96497 1.04642 -7.77815  -0.603
H: 5.73997 -3.97428 -0.89585  0.425
C: -3.59643 5.21072 3.74195  0.681
H: 6.11147 -2.62908 1.13455  0.470
C: 4.51727 2.28922 1.50425  -1.361
C: -2.58833 -4.87538 -2.18245  -1.431
N: 0.59437 5.20202 4.17935  0.031
N: -1.50353 1.68572 -0.95235  -0.266
H: 0.89117 6.07272 4.60835  0.229
Cd: -0.70733 -0.60788 -1.20105  5.129
H: 1.65337 -3.72238 1.96435  0.366
C: -3.22013 -4.64208 -3.39725  -0.471
H: -3.43323 3.10472 3.45595  0.481
N: 0.25057 1.57802 0.45675  0.738
C: 0.84577 -1.17688 4.02955  -0.670
C: -1.92153 -3.83068 -1.57465  0.138
H: 0.27577 0.66852 -4.86705  0.444
H: 0.46087 -1.37298 6.12175  0.512
H: -6.04433 -1.08988 2.53105  0.341
N: -1.74673 -0.07538 -2.97665  0.120
H: -2.91173 0.49892 1.47185  0.055
C: -1.49433 6.34752 4.04845  -0.659
C: 4.10817 -1.88058 1.19555  -0.433
H: -5.93253 -1.41868 0.79545  0.403
H: -3.36333 -3.29908 4.77775  0.381
H: -0.08273 1.35472 -7.21705  0.513
O: -2.59633 1.63392 -4.22135  -0.775
C: 1.40147 -3.19798 2.87445  -0.785
H: -0.66763 4.58292 0.45365  0.573
H: 1.84297 4.85732 1.75235  0.550
H: -1.83463 -4.27348 1.68965  0.053
C: 4.93587 -3.38888 -0.48045  -0.844
C: -2.26693 -1.03918 -3.90755  -1.450
H: -4.50233 -2.14788 4.07525  0.396
N: 1.29957 3.00752 3.71815  0.608
H: 4.54767 -2.26348 -4.61415  0.493
C: -0.88153 2.43312 0.11595  -1.164
H: 4.06687 0.69692 -8.03805  0.425
H: -3.76353 -5.42948 -3.89405  0.454
C: -0.58943 4.27822 -1.63945  -1.296
H: -1.50323 -4.07258 3.42155  0.252
H: -4.79113 -3.89708 3.91665  0.342
P: 1.36047 -0.98498 1.21515  1.277
C: 3.78667 2.22122 0.39415  -1.364
Cl: 1.07667 -2.80068 -1.18935  0.311
H: 3.50747 -4.03248 -1.95175  0.625
C: -2.87083 6.37702 3.94915  -0.920
H: 1.42247 -4.98218 4.05265  0.451
C: 2.44697 -2.08928 -4.20515  0.755
C: 3.23477 0.68802 -7.35005  -0.713
H: 4.86127 1.50362 3.49935  0.509
H: 1.24217 1.94382 -1.36835  0.373
H: -2.60963 -5.85088 -1.72715  0.525
N: -4.09383 -1.19288 1.74625  0.234
C: 2.35467 0.27812 -5.16935  0.732
C: 1.06717 -3.90778 -4.91085  -0.585
C: -2.42223 -2.39458 -3.28775  0.369
C: -3.06673 -2.04248 1.93505  -0.115
H: 0.04307 1.09442 2.49145  1.214
H: -4.66983 0.76742 1.44255  0.537
H: -1.41883 -3.95418 -0.62195  0.248
H: -1.60973 -1.14248 -4.78945  0.181
H: -3.84033 0.03962 0.04175  0.281
O: 1.32597 -0.16148 -2.74745  -0.468
C: -5.47643 -1.62688 1.76695  -1.256
N: -3.25113 -3.13728 2.70745  0.233
H: 2.80807 0.54392 -0.44735  0.470
C: 0.92287 -3.26128 5.22385  -0.666
H: -0.94923 7.25972 4.23845  0.388
C: -5.09343 5.22062 3.68245  -1.398
C: 2.84967 -1.88288 0.60245  -1.230
C: -4.03003 -3.11408 3.93035  -1.266
O: 2.47417 4.37422 5.10985  -0.679
C: -0.78733 5.15022 3.94615  0.263
C: 3.68887 -3.42388 -1.07945  -0.459
C: 1.37577 2.12392 -0.29775  -0.752
C: 1.23037 3.62782 -0.00235  -0.288
H: -3.38723 7.31872 4.05895  0.382
H: -5.43853 5.09232 2.65585  0.285
C: 0.71947 -1.89188 5.20895  -0.955
C: 2.06287 0.73452 1.59895  1.585
H: 1.88767 2.26822 4.09265  0.399
H: 4.29857 -4.44038 -5.75615  0.474
C: 3.04937 0.77792 2.71745  -1.012
C: 1.22987 -1.81378 2.85125  1.143
H: 4.27277 -1.30578 2.09255  0.532
C: 3.43707 0.30872 -6.03445  -0.578
H: 0.65187 -0.11488 4.05705  0.326
H: -3.60343 -3.15928 -4.90275  0.558
H: 4.03127 2.78942 -0.49245  0.663
C: 3.43477 -3.94738 -5.33425  -0.686
H: 4.42127 0.02942 -5.68625  0.427
C: 4.17537 1.49412 2.66435  -0.491
H: 5.38647 2.92622 1.56545  0.433
H: -3.23633 -0.69868 -4.29975  0.695
H: -1.00923 3.03982 3.60385  0.476
H: 0.33867 -2.15498 -3.89985  0.464
H: -0.28483 5.28062 -1.90165  0.465
H: 0.81657 -3.81308 6.14615  0.436
H: 2.07707 -5.47948 -5.95245  0.420
H: -5.49403 6.15792 4.06135  0.379
C: 1.16837 2.93022 2.32445  -0.804
C: 0.90087 1.05482 -6.89085  -0.758
C: 0.76647 1.56482 1.81825  -2.222
C: 2.18277 -4.53418 -5.44255  -0.760
C: -2.88743 4.02552 3.60595  -1.059
C: 1.09307 0.66842 -5.57495  -0.379
H: 0.09507 -4.37308 -4.98945  0.528
S: 2.58517 -0.41718 -3.49505  -0.183
N: -1.84613 -2.61888 -2.11305  0.324
C: 2.66117 -2.68348 -0.52285  0.257
C: 3.57407 -2.72218 -4.70225  -0.697
H: -1.59343 2.49702 0.94985  0.122
H: 1.83487 4.27942 -0.63165  0.921
C: -3.86713 0.09782 1.13615  -1.084
H: -5.54373 -2.69628 1.95225  0.397
C: -1.17343 3.48122 -2.53195  -1.398
C: -2.29053 -4.21548 2.67555  -0.794
H: 2.81207 0.19312 3.59545  0.429
C: 1.52197 4.21282 4.38095  0.106
C: -2.02763 1.19462 -3.22525  -0.092
C: 1.19807 -2.67298 -4.29995  -0.498
C: 5.14297 -2.62548 0.65715  -1.049
H: 1.80797 1.32102 -8.80915  0.404
C: -0.29613 3.82892 -0.24725  0.377
C: -3.13643 -3.38528 -3.95845  -1.035
H: -5.50463 4.40392 4.27405  0.363
C: -1.53753 2.13292 -2.14695  0.784
C: 2.57917 1.35042 0.26695  0.730
H: -2.81403 -5.14778 2.89005  0.426
S: -1.54453 -1.74628 1.26675  0.181
C: -1.50733 3.98762 3.69125  0.593
H: -1.39433 3.77022 -3.54705  0.591

Record 4
The following is a DFT calculation (ωB97M-V/def2-TZVPD) of a 2-piece molecular cluster, C6H13IO2 overall at a distorted geometry.

Summary:
LUMO level = 0.40 eV
HOMO level = -8.28 eV
energy = -684.5113 Ha
ΔE to the lowest compared entry with this formula, charge and spin = 0.0 kJ/mol

Last column: Mulliken charge in e.
Atoms and positions in Å:
C: 0.60463 -0.86412 -1.44361  -1.733
I: 4.57689 -0.07051 0.03070  0.112
H: -1.21513 2.81108 0.71820  0.400
C: -0.74757 -1.17957 0.62834  -1.909
H: 0.56903 1.77348 -0.61012  0.355
H: 1.05253 -1.85415 -1.36132  0.411
H: -1.69096 -1.12822 0.09134  0.406
C: -0.26244 1.15908 -0.26006  -0.874
H: -0.30600 -0.95445 -2.03018  0.458
H: 2.03265 -2.02081 0.53328  0.384
H: 1.56291 0.55270 1.55693  0.393
H: -1.01550 1.13421 -1.04905  0.410
O: 2.81813 0.57667 -0.40284  -0.689
H: 1.29839 -0.21644 -1.96776  0.385
O: 2.10117 -1.32845 1.20773  -0.420
H: -0.41088 -2.21484 0.62322  0.425
C: 1.51266 -0.22126 0.80431  -0.063
C: 0.27932 -0.26798 -0.06613  1.697
H: -0.17022 1.89233 1.79275  0.313
C: -0.88268 1.80751 0.97475  -1.221
H: -1.74720 1.24769 1.32655  0.311
H: -0.91184 -0.88183 1.65990  0.447